Record 1
31
Properties=species:S:1:pos:R:3:forces:R:3 method="wB97M-V/def2-TZVPD" mol_weight_g_mol=335.21 spin_multiplicity=8 total_energy_ev=-35556.95896 homo_ev="-6.8 / -7.0" gap_ev="6.640 / 6.787"
Eu -0.838 0.275 -0.860 0.552 0.017 2.398
O 1.463 0.180 3.013 0.301 0.799 -0.441
O 0.540 0.809 1.021 -0.309 0.304 0.182
N -0.822 -1.470 1.031 -0.406 -0.458 -0.497
C -1.513 0.476 -4.359 -0.262 -0.141 -0.519
C 0.465 -1.479 1.729 0.690 0.573 -0.045
C -0.023 1.906 -2.848 0.558 0.128 -1.008
C -0.795 3.199 -2.900 -0.299 -0.053 0.352
C -2.315 3.014 -3.118 0.088 0.758 -0.356
C 0.900 -0.009 1.941 -0.500 -0.609 0.606
C -0.324 0.764 -3.493 0.948 0.400 -0.661
C -2.960 2.036 -2.182 -0.857 -0.839 0.003
C -3.112 0.698 -2.348 -0.883 0.883 -0.527
C -2.736 -0.085 -3.597 0.290 -0.090 0.217
H -1.211 -0.282 -5.094 -0.070 0.123 0.123
H -3.700 0.121 -1.605 0.329 0.514 -0.325
H 0.933 1.971 -2.294 -0.441 -0.341 -0.289
H 0.962 -0.451 -1.215 0.837 -0.758 -0.778
H -2.556 -1.140 -3.312 0.014 0.358 -0.135
H 1.268 -1.938 1.116 -0.730 -0.020 0.304
H -3.474 2.522 -1.343 0.426 -0.451 0.045
H -1.517 -1.086 1.664 -0.092 -0.250 0.116
H -2.498 2.788 -4.174 -0.110 0.028 0.442
H -0.617 3.734 -1.953 -0.121 -0.065 -0.242
H -1.815 1.350 -4.944 0.140 -0.331 0.106
H 0.424 -0.043 -3.497 -0.302 0.358 0.564
H -0.407 3.861 -3.694 0.007 -0.282 0.238
H -3.582 -0.113 -4.304 0.108 0.010 0.390
H 0.390 -1.912 2.735 0.185 -0.183 -0.429
H -2.781 3.995 -2.949 0.055 -0.213 -0.020
H -1.102 -2.407 0.772 -0.145 -0.171 0.188



Record 2
60
Properties=species:S:1:pos:R:3:forces:R:3 method="wB97M-V/def2-TZVPD" mol_weight_g_mol=565.64 charge=+3 spin_multiplicity=5 total_energy_ev=-52397.39046 homo_ev="-16.5 / -16.5" gap_ev="7.561 / 5.401"
Ru 0.082 -0.533 -0.085 -0.022 0.066 0.023
S -0.505 -1.925 2.730 -0.017 -0.003 -0.001
O 2.078 -0.208 -0.187 0.166 -0.079 -0.125
O 5.190 1.255 -1.698 0.039 0.019 -0.046
O -1.841 -1.112 0.073 -0.056 -0.100 0.011
O 0.547 -1.452 1.672 -0.016 0.049 0.027
N -0.390 0.327 -1.868 0.027 0.042 0.065
N 4.715 -1.394 -1.242 -0.002 0.016 -0.011
N -1.535 1.172 -3.510 -0.006 0.002 0.004
C 4.566 2.002 2.162 0.008 -0.007 -0.007
C 0.269 -1.500 4.274 0.016 -0.004 -0.010
C -5.322 -0.907 -0.645 0.003 0.002 0.002
C 3.245 2.424 1.970 -0.014 0.002 -0.009
C 3.097 -0.956 -4.522 0.001 -0.004 0.005
C 0.490 0.892 -2.765 0.001 0.003 -0.032
C -0.291 -3.691 2.754 -0.022 -0.004 0.013
C -1.627 0.511 -2.343 -0.012 -0.028 -0.008
C 3.477 -1.510 -3.316 0.006 -0.018 -0.009
C -4.146 -1.248 -0.048 0.003 0.016 0.002
C 3.426 0.369 -4.792 -0.009 0.000 0.000
C -4.094 0.392 -2.311 -0.005 0.003 0.001
C 4.154 -0.734 -2.382 0.005 -0.008 0.027
C -5.303 -0.076 -1.779 0.001 -0.002 0.001
C 5.051 0.857 1.512 -0.004 -0.014 0.003
C 2.407 1.697 1.165 0.009 -0.011 -0.010
C -2.882 0.063 -1.747 0.017 0.002 0.010
C 4.489 0.603 -2.642 -0.052 0.027 -0.017
C 4.856 -0.999 -0.024 0.035 -0.006 -0.006
C -0.218 1.424 -3.792 -0.001 0.000 0.002
C 2.872 0.530 0.479 -0.097 0.029 0.059
C 5.822 2.498 -2.060 -0.008 -0.005 -0.006
C -2.891 -0.769 -0.558 0.016 0.012 -0.032
C 4.261 0.157 0.628 -0.018 0.020 0.047
C 4.107 1.146 -3.868 -0.002 0.010 0.022
H -6.232 0.208 -2.255 0.000 0.001 0.001
H 1.373 1.983 1.021 0.008 0.011 0.005
H 0.266 -0.415 4.361 0.000 -0.002 -0.003
H 0.763 -3.926 2.890 0.002 -0.003 -0.002
H 1.281 -1.899 4.297 -0.002 0.000 0.001
H 5.075 3.273 -2.228 -0.002 -0.001 -0.003
H -4.150 1.026 -3.185 0.004 0.004 0.002
H -2.306 1.434 -4.104 0.001 -0.006 -0.004
H 1.554 0.863 -2.610 0.023 0.001 0.003
H 3.171 0.801 -5.751 -0.001 0.001 0.002
H 3.276 -2.552 -3.100 -0.001 0.001 -0.002
H 5.185 -2.267 -1.470 -0.017 -0.009 0.000
H -0.890 -4.088 3.574 0.004 -0.004 -0.001
H 6.074 0.545 1.687 0.000 -0.002 0.001
H 5.519 -1.613 0.580 -0.017 -0.013 0.007
H -6.264 -1.264 -0.254 0.001 -0.003 -0.001
H -0.337 -1.926 5.075 -0.001 -0.001 -0.002
H -4.108 -1.877 0.830 -0.002 0.001 0.001
H 0.088 1.947 -4.681 -0.001 -0.007 -0.002
H 2.886 3.311 2.473 -0.004 -0.003 0.001
H -0.664 -4.082 1.809 0.003 0.001 -0.003
H 4.374 2.163 -4.114 0.001 0.000 -0.004
H 5.223 2.558 2.818 0.000 0.000 0.003
H 6.446 2.768 -1.215 0.005 0.002 0.004
H 2.587 -1.558 -5.260 -0.002 0.001 0.002
H 6.442 2.365 -2.946 0.002 0.002 0.002



Record 3
99
Properties=species:S:1:pos:R:3:forces:R:3 method="wB97M-V/def2-TZVPD" mol_weight_g_mol=714.82 charge=+1 total_energy_ev=-122427.73865 homo_ev=-10.5 gap_ev=6.792
Br 7.167 -3.555 5.577 -0.414 -0.748 -1.053
N 5.375 -2.516 3.011 -0.984 -6.121 -1.779
N 4.796 -4.813 1.995 1.190 8.176 2.341
N 3.230 -3.916 0.243 -1.061 1.457 0.380
N 4.485 -2.337 1.939 -1.187 -2.664 -2.725
C -4.464 -0.156 -1.231 0.073 -0.110 -0.026
C -4.610 3.488 -0.794 -0.217 -0.072 -0.063
C 4.092 -3.647 1.279 3.675 -1.138 4.278
C 0.909 1.567 4.843 -0.070 -0.057 -0.087
C -0.271 2.173 4.412 0.032 -0.150 -0.040
C 4.918 0.257 1.539 1.420 0.766 -3.768
C 7.642 -5.826 3.547 0.348 -0.171 -0.653
C -6.838 2.565 -0.651 0.060 0.107 -0.026
C 2.128 -7.596 -2.844 -0.090 0.118 0.045
C -1.519 4.491 -6.095 -0.188 -0.057 -0.077
C -2.653 7.352 3.478 0.036 -0.138 -0.079
C 0.286 -5.506 -2.683 0.064 -0.130 0.053
C -1.765 4.878 -7.412 -0.107 -0.069 0.082
C -5.600 2.831 -0.065 -0.028 0.192 -0.201
C -1.187 1.449 3.649 0.193 -0.101 0.045
C -4.264 -1.151 -2.187 0.180 -0.004 0.161
C -0.910 5.771 2.932 -0.188 0.066 0.031
C 9.068 -5.122 3.166 0.777 -1.077 -0.601
C 5.486 0.818 0.276 -1.806 -1.792 3.706
C -3.201 5.302 2.324 0.120 0.110 0.105
C 0.258 -0.484 3.746 0.030 0.211 0.004
C -0.160 -6.827 -2.737 0.170 0.083 0.005
C 3.886 -1.020 1.438 -1.155 2.622 1.772
C 2.574 -6.275 -2.784 -0.186 -0.047 0.069
C -3.599 6.515 2.886 0.170 -0.069 0.013
C -2.186 -1.760 -1.116 -0.181 0.113 -0.020
C 0.761 -7.871 -2.815 0.081 0.162 -0.006
C -0.920 0.122 3.312 0.076 0.070 0.063
C -3.125 -1.956 -2.127 -0.007 0.129 0.112
C -3.003 4.616 -7.997 0.011 -0.062 0.182
C 1.172 0.238 4.514 -0.162 0.099 -0.160
C -3.996 3.964 -7.266 0.189 0.041 0.058
C -1.309 6.982 3.499 -0.098 -0.132 -0.070
C -3.529 0.034 -0.214 0.091 -0.198 -0.140
C -4.856 3.876 -2.111 -0.069 -0.080 0.075
C -1.857 4.930 2.349 -0.073 0.146 0.061
C 1.653 -5.231 -2.702 -0.043 -0.222 0.078
C 6.510 -4.844 4.198 -1.910 -1.048 -0.990
C -2.509 3.833 -5.366 -0.011 0.072 -0.182
C -6.095 3.614 -2.696 0.029 -0.091 0.177
C 5.577 -4.046 3.064 -1.420 0.555 -2.096
C -2.388 -0.767 -0.158 -0.134 -0.025 -0.146
C -7.087 2.961 -1.965 0.178 0.010 0.048
C -3.747 3.568 -5.952 0.096 0.091 -0.075
H 2.001 -4.203 -2.654 -0.067 -0.047 -0.124
H -3.938 4.647 1.868 0.076 0.121 0.060
H -2.109 1.919 3.316 0.127 -0.052 0.067
H -4.517 3.053 -5.384 0.119 0.062 -0.069
H 2.205 -3.671 0.359 2.004 -0.326 -0.330
H 7.214 -6.287 2.532 0.644 1.049 2.362
H -4.994 -1.300 -2.978 0.108 0.027 0.125
H 2.089 -0.236 4.855 -0.092 0.035 0.028
H 1.624 2.132 5.437 -0.133 -0.089 -0.073
H -1.657 -0.616 0.632 -0.090 -0.006 -0.180
H 5.733 -5.557 4.758 1.629 1.807 -1.249
H 0.465 -1.519 3.487 -0.067 0.075 0.063
H -4.962 3.763 -7.720 0.140 0.020 0.059
H -2.971 -2.734 -2.870 -0.023 0.111 0.081
H 5.168 0.724 2.600 -0.290 -1.387 -2.438
H -0.991 5.386 -7.983 -0.130 -0.073 0.094
H -4.645 6.807 2.864 0.152 -0.049 0.007
H 3.503 -4.305 -0.688 -0.091 0.311 1.611
H -5.351 0.472 -1.278 0.196 -0.113 -0.005
H 9.063 -4.717 2.042 -0.116 -0.590 2.683
H -3.688 0.806 0.534 0.019 -0.094 -0.121
H 9.466 -4.334 3.933 -1.043 -1.419 -1.545
H -1.295 -2.382 -1.074 -0.111 0.053 -0.004
H 3.387 -1.112 0.383 1.481 -0.310 1.987
H -2.964 8.295 3.922 0.052 -0.151 -0.083
H -0.431 -4.693 -2.624 0.078 -0.105 -0.025
H -2.316 3.527 -4.341 -0.027 0.019 -0.135
H 0.414 -8.901 -2.855 0.063 0.179 -0.009
H -1.547 3.983 1.912 -0.016 0.130 0.034
H 9.880 -5.998 3.155 -1.796 1.916 0.033
H -6.287 3.918 -3.722 0.028 -0.016 0.154
H 3.640 -6.061 -2.801 -0.091 -0.057 -0.067
H 2.995 -0.778 2.195 1.761 -0.565 -1.619
H 4.911 0.588 -0.730 1.749 0.230 2.148
H 0.137 5.483 2.947 -0.117 0.035 -0.008
H -4.082 4.383 -2.682 -0.136 -0.054 0.081
H -1.631 -0.440 2.712 0.087 0.084 0.197
H -3.647 3.697 -0.337 -0.094 -0.018 -0.086
H 6.460 1.465 0.312 -2.446 -0.929 -0.151
H -7.609 2.050 -0.083 0.108 0.089 -0.080
H -0.556 4.700 -5.638 -0.124 -0.026 -0.065
H 5.781 -1.786 3.639 -0.703 -0.795 -0.909
H -1.225 -7.042 -2.718 0.173 0.041 -0.010
H -0.476 3.208 4.670 0.007 -0.150 -0.047
H 7.807 -6.739 4.284 -0.389 2.152 -1.388
H -3.196 4.921 -9.023 0.030 -0.041 0.156
H -5.408 2.525 0.960 -0.058 0.037 -0.100
H -0.572 7.636 3.957 -0.113 -0.093 -0.072
H -8.053 2.760 -2.419 0.138 0.024 0.069
H 2.845 -8.409 -2.912 -0.110 0.125 0.010



Record 4
18
Properties=species:S:1:pos:R:3:forces:R:3 method="wB97M-V/def2-TZVPD" mol_weight_g_mol=105.14 smiles=C[C@@H](N)N(N)CO total_energy_ev=-9806.13877 homo_ev=-8.8 gap_ev=9.644
O -2.228 0.781 0.184 -0.036 0.162 -0.261
N -0.068 -0.228 0.815 -2.400 -0.397 -0.147
N 1.855 -1.199 -0.252 -0.826 0.301 -0.584
N 0.501 0.977 1.265 0.063 0.286 0.126
C 0.565 0.421 -1.548 -0.038 -0.312 0.087
C -1.570 -0.264 0.859 1.355 0.091 0.720
C 0.470 -0.653 -0.466 2.075 -0.586 0.328
H -1.913 -1.249 0.517 0.238 0.122 -0.045
H 0.003 1.794 0.907 -0.058 -0.184 0.103
H 1.096 1.292 -1.169 0.014 0.077 0.018
H -0.127 -1.503 -0.811 -0.073 0.198 0.074
H 2.447 -0.453 0.104 -0.128 -0.013 0.025
H -1.842 -0.146 1.912 -0.017 -0.010 -0.172
H 1.826 -1.923 0.459 -0.099 0.159 -0.002
H 0.472 0.994 2.280 0.012 -0.020 -0.219
H 1.126 0.017 -2.385 0.010 -0.007 -0.097
H -0.416 0.726 -1.907 -0.064 0.113 -0.027
H -2.197 0.615 -0.765 -0.028 0.020 0.074